Record 1
DFT (ωB97M-V/def2-TZVPD) results for a molecular structure, C2H7OPS at a distorted geometry.

Each line ends with the natural charge from an NBO analysis.
Cartesian coordinates (Å):
C: 0.3709 -0.0333 -1.1317  -0.099
C: 0.4979 -0.4652 0.3647  -0.662
O: -0.2600 -0.9940 -1.8648  -0.720
P: 1.2062 0.8513 1.2877  0.362
S: -1.6771 -0.8391 0.8697  0.029
H: -0.0827 0.8775 -1.4138  0.169
H: 1.3620 0.1201 -1.4958  0.182
H: 0.9200 -1.3211 0.7499  0.212
H: -1.1993 -1.1624 -1.6039  0.470
H: 0.4603 0.4201 2.4334  -0.031
H: 0.4427 2.0553 0.9260  -0.032
H: -2.0407 0.4909 0.8785  0.119

Atomic forces in eV per Å
0.66 -1.78 1.92
0.50 4.47 -3.02
-1.46 -2.33 -1.81
-0.38 0.77 1.21
-2.25 0.54 1.02
-0.90 1.75 1.11
0.99 -0.45 -0.72
0.72 -2.46 -0.14
1.40 0.59 -0.04
0.23 0.70 0.41
0.12 -0.98 0.20
0.36 -0.81 -0.12

Computed properties:
E_LUMO (spin up / spin down) (eV): 0.642 / -3.141
Multiplicity: 3
HOMO-LUMO gap (spin up / spin down) (eV): 6.6614 / 6.1236
ΔE to the lowest compared entry with this formula, charge and spin (kcal per mole): 59.2
<S²>: 2.009

Record 2
DFT (ωB97M-V/def2-TZVPD) results for 3 unconnected molecules or ions with the total composition C17H20BrIN5O8P at a distorted geometry.

Each line ends with the natural charge from an NBO analysis.
Cartesian coordinates (Å):
N: 3.5209 -3.5603 0.5695  -0.845
C: 3.1008 -3.5022 -0.8956  0.406
N: 4.3778 -3.7828 -1.6594  -0.845
N: 2.7194 -2.1031 -1.2066  -0.854
C: 1.9605 -4.6134 -1.0938  -0.470
C: 0.6416 -4.1807 -1.8886  0.039
O: -0.1642 -5.4268 -1.7339  -0.521
C: -0.9199 -5.2616 -0.4961  0.966
O: -1.6754 -6.0970 0.0583  -0.526
O: -0.7055 -3.8927 0.0005  -0.545
C: -0.4583 -3.2097 -1.2523  -0.121
Br: -2.1464 -3.7240 -2.2889  -0.016
P: -0.4357 -1.3320 -1.4189  0.956
O: -1.5606 -0.6655 -0.2969  -0.973
I: -1.5053 -0.8642 -3.6276  -0.065
H: 3.8856 -4.5248 0.7317  0.351
H: 2.6635 -3.4258 1.1498  0.347
H: 4.2611 -3.4837 -2.6489  0.373
H: 4.5715 -4.8006 -1.6080  0.357
H: 2.2120 -1.7539 -0.3634  0.361
H: 3.5795 -1.5150 -1.2312  0.396
H: 1.7544 -5.0985 -0.0610  0.237
H: 2.4393 -5.4687 -1.7175  0.241
H: 0.7372 -4.1313 -3.0420  0.254
H: -0.9864 -0.2964 0.4222  0.498
C: -1.2907 5.2729 -2.1068  -0.177
C: -1.2898 4.3905 -1.0303  -0.201
C: -0.3052 3.4134 -0.9312  -0.211
C: 0.6785 3.3309 -1.9157  0.081
C: 0.6785 4.2062 -3.0005  -0.207
C: -0.3119 5.1791 -3.0925  -0.211
N: 1.7317 2.3193 -1.8018  0.515
O: 1.6894 1.5566 -0.8440  -0.393
O: 2.5960 2.2958 -2.6665  -0.369
H: -2.0580 6.0383 -2.1777  0.223
H: -2.0566 4.4671 -0.2656  0.235
H: -0.3162 2.7324 -0.0870  0.239
H: 1.4371 4.1458 -3.7736  0.248
H: -0.3194 5.8677 -3.9312  0.224
C: -1.5504 0.7574 4.6763  -0.173
C: -2.0997 0.6058 3.4061  -0.220
C: -2.6819 1.6944 2.7643  -0.213
C: -2.7044 2.9337 3.4040  0.081
C: -2.1629 3.0897 4.6788  -0.203
C: -1.5852 1.9946 5.3138  -0.210
N: -3.2941 4.0881 2.7212  0.512
O: -3.7757 3.9061 1.6103  -0.385
O: -3.2681 5.1667 3.2968  -0.367
H: -1.0918 -0.0933 5.1720  0.223
H: -2.0713 -0.3618 2.9145  0.226
H: -3.1065 1.5628 1.7744  0.254
H: -2.1806 4.0488 5.1853  0.250
H: -1.1581 2.1058 6.3051  0.226

Atomic forces in eV per Å
-0.49 -0.61 -0.73
1.55 0.09 0.99
-1.53 -0.17 0.03
-0.08 -0.55 0.89
0.67 0.27 -0.65
-0.63 -1.72 -0.48
-0.90 0.26 3.58
-1.62 -2.48 0.89
4.21 4.14 -2.75
-0.06 -1.30 -1.80
-1.10 -1.91 -0.62
-0.70 0.07 -0.05
0.57 2.05 1.08
1.37 -1.13 -0.47
0.51 0.47 0.63
-0.47 1.02 0.19
0.93 -0.43 -0.53
0.02 -0.58 0.96
-0.11 0.99 -0.36
0.40 -0.17 -1.07
-0.71 -0.84 0.03
-0.22 1.05 -1.87
-1.04 1.44 0.89
0.13 0.51 2.12
-0.64 -0.33 -0.89
0.05 -0.03 -0.02
0.12 0.02 -0.13
-0.01 -0.03 0.04
-0.61 0.57 -0.05
0.06 0.02 -0.08
-0.03 -0.17 0.24
0.47 -0.41 -0.07
0.02 0.34 -0.44
-0.51 -0.01 0.53
0.09 -0.11 0.02
0.09 -0.06 -0.09
0.17 0.03 -0.19
-0.03 -0.15 0.23
0.04 -0.12 0.09
0.00 0.04 0.00
0.05 0.24 0.13
-0.01 -0.01 -0.12
0.37 -0.70 0.40
0.01 0.08 0.05
-0.10 -0.08 -0.26
-0.27 0.57 -0.21
0.29 0.09 0.52
-0.01 -0.65 -0.33
-0.07 0.11 -0.06
-0.08 0.12 0.04
0.00 0.21 0.14
-0.09 -0.07 -0.25
-0.07 0.03 -0.13

Computed properties:
E_LUMO (eV): -0.946
HOMO-LUMO gap (eV): 8.0596

Record 3
DFT (ωB97M-V/def2-TZVPD) results for 9 unconnected molecules or ions with the total composition C45H45N9 at a distorted geometry.

Each line ends with the Löwdin charge.
Cartesian coordinates (Å):
N: -4.0921 2.9194 3.9603  0.048
C: -4.1272 2.8442 2.6237  -0.159
C: -3.2022 3.4802 1.7889  -0.075
C: -2.1720 4.2517 2.3362  -0.076
C: -2.1272 4.3393 3.7286  -0.087
C: -3.0648 3.6484 4.4985  -0.147
H: -4.9625 2.2930 2.2238  0.098
H: -3.2510 3.3562 0.7189  0.092
H: -1.4040 4.7048 1.6880  0.087
H: -1.2948 4.8358 4.2767  0.108
H: -3.0452 3.7039 5.5595  0.084
N: 0.8161 4.4799 0.4541  0.050
C: 1.0099 3.1913 0.1944  -0.150
C: 2.1045 2.4186 0.6848  -0.030
C: 3.1131 3.1102 1.3380  -0.080
C: 2.9615 4.4748 1.5472  -0.071
C: 1.8099 5.1139 1.1284  -0.134
H: 0.2390 2.7061 -0.4097  0.075
H: 2.0752 1.3574 0.5297  0.079
H: 3.9272 2.5205 1.7299  0.093
H: 3.7696 4.8944 2.0788  0.088
H: 1.5446 6.1040 1.4248  0.095
N: 3.9922 -1.5954 2.6868  0.054
C: 2.7070 -2.0464 2.6917  -0.134
C: 1.7299 -1.1874 3.0925  -0.099
C: 2.0252 0.0520 3.5677  -0.072
C: 3.3429 0.4407 3.6625  -0.085
C: 4.3227 -0.3724 3.1152  -0.144
H: 2.4989 -3.1165 2.5212  0.119
H: 0.7506 -1.5376 3.0722  0.067
H: 1.2360 0.7449 3.7536  0.105
H: 3.5811 1.4240 4.0183  0.095
H: 5.3703 -0.1337 3.1080  0.098
N: -0.1422 3.3261 -4.1230  0.063
C: 0.5920 3.8729 -3.1439  -0.157
C: 1.9716 3.7450 -3.0614  -0.074
C: 2.6585 2.9905 -4.0046  -0.069
C: 1.9063 2.4035 -5.0278  -0.072
C: 0.5226 2.6490 -5.0709  -0.157
H: 0.0399 4.4481 -2.3946  0.105
H: 2.5454 4.2445 -2.2692  0.108
H: 3.6810 2.7566 -3.7977  0.101
H: 2.4437 1.9032 -5.8283  0.102
H: -0.1036 2.2630 -5.8538  0.095
N: -0.2040 -5.1999 -1.7374  0.034
C: -1.3008 -5.0112 -2.4235  -0.160
C: -2.4300 -4.4445 -1.8273  -0.068
C: -2.3521 -4.0112 -0.5138  -0.081
C: -1.1680 -4.1651 0.1788  -0.064
C: -0.1167 -4.8254 -0.4626  -0.143
H: -1.2726 -5.3568 -3.4521  0.103
H: -3.3950 -4.5130 -2.3218  0.099
H: -3.2060 -3.5581 -0.0730  0.092
H: -1.0542 -3.7233 1.1930  0.086
H: 0.8722 -4.8566 0.0032  0.093
N: 3.3123 -3.4890 -1.0081  0.055
C: 2.9670 -4.6635 -1.4794  -0.180
C: 3.6137 -5.7886 -1.0715  -0.090
C: 4.7399 -5.7045 -0.3021  -0.085
C: 5.1663 -4.4320 0.0341  -0.066
C: 4.3855 -3.3136 -0.2857  -0.154
H: 2.0522 -4.7427 -2.0430  0.079
H: 3.2739 -6.7521 -1.4764  0.116
H: 5.4633 -6.5363 -0.2154  0.118
H: 6.0412 -4.3640 0.6641  0.097
H: 4.6325 -2.2876 -0.0339  0.097
N: -4.1837 1.5119 -2.8837  0.055
C: -4.5669 0.4184 -3.5951  -0.154
C: -4.3602 0.3250 -4.9319  -0.081
C: -3.8218 1.4023 -5.6617  -0.093
C: -3.3241 2.4209 -4.9629  -0.102
C: -3.5179 2.4374 -3.5542  -0.170
H: -5.0232 -0.4068 -3.0518  0.105
H: -4.6544 -0.5796 -5.4053  0.090
H: -3.6522 1.4246 -6.7331  0.109
H: -2.7122 3.2380 -5.4353  0.114
H: -3.1082 3.2640 -2.9683  0.099
N: -0.0326 -0.3988 0.2484  0.066
C: 1.0321 -0.9060 -0.4114  -0.155
C: 1.2869 -0.6177 -1.7523  -0.068
C: 0.5022 0.2594 -2.4312  -0.067
C: -0.5538 0.7946 -1.7407  -0.126
C: -0.8616 0.4744 -0.4614  -0.134
H: 1.6401 -1.6078 0.1685  0.081
H: 2.0839 -1.2423 -2.1584  0.097
H: 0.6956 0.4930 -3.4924  0.106
H: -1.1836 1.5347 -2.2169  0.082
H: -1.8337 0.7331 0.0361  0.122
N: -2.5313 -2.8444 2.9293  0.057
C: -2.0299 -1.5954 2.9498  -0.144
C: -2.1172 -0.7879 4.0969  -0.070
C: -2.7099 -1.2184 5.2877  -0.063
C: -3.1025 -2.5451 5.2874  -0.078
C: -3.0013 -3.2613 4.1010  -0.166
H: -1.5083 -1.1573 2.0960  0.073
H: -1.7513 0.2336 4.0405  0.094
H: -2.7899 -0.6648 6.1939  0.098
H: -3.3643 -3.0978 6.1882  0.105
H: -3.2648 -4.3177 4.0599  0.104

Atomic forces in eV per Å
1.28 0.76 0.15
0.36 0.63 0.56
0.36 0.16 0.24
-0.19 -0.41 0.04
0.73 -0.19 0.73
-1.06 -0.38 -1.90
-0.04 -0.21 -0.23
-0.19 -0.04 -0.15
-0.51 -0.19 0.43
-0.76 -0.18 -0.67
0.06 -0.03 0.75
1.10 0.05 0.13
0.34 -0.72 0.31
-1.03 1.54 -0.59
-1.08 -0.99 -0.42
-0.09 -0.79 -0.27
-0.77 -1.00 0.00
0.28 0.18 0.36
0.26 -0.28 -0.02
0.36 0.32 0.08
0.45 1.21 0.52
0.31 0.73 0.01
0.12 -1.19 -0.56
2.29 0.64 0.75
-0.29 -0.70 -0.04
0.46 0.71 -0.18
0.24 0.72 -0.56
-1.47 -1.44 0.37
0.37 0.70 -0.39
-1.72 -0.31 -0.09
-0.42 0.33 0.53
0.16 0.31 0.25
0.27 0.22 -0.09
0.65 0.06 -0.06
-0.26 0.12 -0.14
0.49 0.32 0.33
-1.55 -0.44 0.41
0.19 0.84 -0.14
0.58 0.07 0.70
0.21 -0.18 -0.17
-0.49 -0.29 -0.19
0.61 0.08 -0.48
-0.41 -0.27 0.09
-0.02 -0.24 -0.37
1.62 -0.42 0.26
-0.99 0.08 0.39
-0.25 -0.79 -0.24
0.27 -0.27 -0.62
0.73 0.28 0.80
-0.44 1.30 -0.01
-0.24 0.09 0.00
0.18 0.50 -0.18
-0.51 0.32 0.51
-0.14 -0.63 -0.84
-0.36 -0.43 -0.04
-1.09 2.11 -1.07
-0.72 -0.18 0.85
-0.31 -2.30 -1.17
1.59 0.29 -0.63
0.22 0.35 1.22
0.88 -1.14 0.14
-0.04 0.11 -0.36
0.14 0.36 0.31
-0.89 0.29 0.48
0.23 0.37 -0.14
0.14 -0.21 0.32
0.23 -0.43 -0.25
0.32 0.81 0.89
-0.28 0.21 -1.11
-0.01 -1.63 -0.68
1.37 2.63 1.63
-0.01 0.24 -0.34
0.05 0.25 0.04
-0.24 -0.54 -0.56
-0.33 -0.53 0.01
-0.89 -0.86 0.59
-0.16 -0.16 -0.16
-0.59 0.85 -1.07
-1.62 0.64 0.81
1.31 -1.73 0.71
0.55 -0.01 -0.96
-1.47 1.70 -0.97
0.81 -2.60 2.23
-0.05 0.26 -0.41
-0.05 0.52 -0.36
-0.23 -0.06 0.77
-0.15 -0.10 -0.28
1.24 0.11 -0.48
0.69 1.23 0.15
-0.36 0.46 1.12
-0.21 0.73 0.00
0.45 -1.20 -1.14
0.23 -0.49 -0.09
-0.15 -1.24 -0.27
-0.27 -0.50 -0.17
0.06 -0.09 -0.09
0.10 0.71 0.26
-0.31 0.34 -0.18
-0.26 0.14 0.37

Computed properties:
E_LUMO (eV): 0.571
HOMO-LUMO gap (eV): 9.6423
ΔE to the lowest compared entry with this formula, charge and spin (kcal per mole): 33.1

Record 4
DFT (ωB97M-V/def2-TZVPD) results for a single C2H4N2O2S molecule at a distorted geometry.

Each line ends with the natural charge from an NBO analysis.
Cartesian coordinates (Å):
C: 0.0005 0.1146 0.2385  0.242
C: 1.4951 0.3788 0.0487  0.339
H: -1.6156 1.1813 -0.1843  0.401
H: -0.1749 2.1899 0.0422  0.421
H: -2.3786 -1.8096 -0.2563  0.499
H: 1.5710 -1.9671 0.2943  0.160
N: -0.6955 1.2783 0.3332  -0.826
N: -0.6098 -0.9695 -0.0750  -0.191
O: -1.9730 -0.8831 -0.1670  -0.575
O: 1.8950 1.5228 -0.3228  -0.551
S: 2.4857 -1.0365 0.0484  0.082

Atomic forces in eV per Å
-1.18 1.76 -1.50
0.12 1.97 -1.82
1.42 0.41 1.16
-1.00 -2.56 0.82
1.62 1.87 0.14
-0.59 0.09 0.13
-1.25 2.85 -1.31
2.07 -2.11 0.52
-1.41 -0.57 0.07
-1.22 -3.93 1.82
1.42 0.22 -0.03

Computed properties:
E_LUMO (eV): -0.047
HOMO-LUMO gap (eV): 9.1485
ΔE to the lowest compared entry with this formula, charge and spin (kcal per mole): 54.9

no.,electronic energy (hartree)
1,-894.9621
2,-4748.3066
3,-2234.4572
4,-736.7173